{"formula": "C28H42CoNO2Si", "method": "the ωB97M-V functional and the def2-TZVPD basis", "symbols": ["O", "C", "C", "H", "H", "C", "H", "H", "C", "H", "H", "H", "C", "H", "H", "H", "Co", "C", "C", "C", "H", "C", "C", "H", "H", "H", "H", "C", "C", "C", "H", "C", "C", "H", "H", "H", "H", "O", "C", "C", "H", "H", "C", "H", "H", "C", "H", "H", "H", "H", "C", "Si", "C", "C", "N", "C", "C", "C", "C", "C", "C", "H", "H", "H", "H", "H", "H", "H", "H", "H", "H", "H", "H", "H", "H"], "coordinates": [[-1.3641, -3.4347, 0.0989], [-0.3433, -4.4884, -0.2087], [-1.3521, -5.5905, -0.5386], [0.2658, -4.7215, 0.6931], [0.2904, -4.1625, -1.0447], [-2.3641, -4.4973, -0.0856], [-1.3002, -6.4609, 0.1483], [-1.3555, -5.8542, -1.5954], [-3.0821, -5.0082, 1.1572], [-2.3880, -5.4699, 1.8697], [-3.7997, -5.8007, 0.8881], [-3.6484, -4.2137, 1.6292], [-3.2779, -4.0430, -1.1820], [-2.6490, -3.8227, -2.0402], [-3.7903, -3.1315, -0.8539], [-4.0285, -4.7854, -1.4737], [-0.2640, 0.5534, -0.5011], [-0.2282, 0.3357, -2.9111], [1.1858, 0.3707, -3.0493], [1.7580, -0.5021, -2.0918], [1.7277, 0.8829, -3.8366], [0.7064, -1.1056, -1.3354], [-0.5674, -0.6676, -1.9266], [-1.5226, -1.1890, -1.7858], [-0.9609, 0.8168, -3.5600], [2.8171, -0.7795, -2.0231], [0.7802, -2.0041, -0.7274], [-1.4545, 2.4516, -0.7855], [-2.7670, 1.9597, -1.0788], [-3.4008, 1.6028, 0.1269], [-3.2078, 2.0000, -2.0764], [-2.4920, 1.8179, 1.1921], [-1.2658, 2.3167, 0.6563], [-0.4946, 2.8358, 1.2140], [-0.8522, 3.1151, -1.4103], [-4.4346, 1.3081, 0.3019], [-2.7451, 1.7372, 2.2458], [-1.8418, -2.4928, 3.3483], [-2.1639, -1.3487, 2.4901], [-0.9200, -0.8691, 1.6736], [-2.6130, -0.5651, 3.1177], [-2.9597, -1.6488, 1.7586], [0.1965, -1.8512, 2.0899], [-0.6858, 0.1973, 1.8523], [-1.2124, -1.0315, 0.6099], [-0.4180, -2.7008, 3.2171], [1.1574, -1.4796, 2.4560], [0.3655, -2.4577, 1.1776], [0.0324, -2.4514, 4.1901], [-0.2146, -3.7843, 3.0167], [2.5777, 0.2587, 1.4049], [2.7318, 1.9565, 0.6714], [2.3401, 2.9439, 2.2075], [4.3990, 1.9149, -0.1590], [1.5091, 2.3149, -0.5822], [1.7383, 3.5094, -1.1934], [1.0727, 3.9419, -2.3929], [1.0688, 5.2727, -2.7850], [1.9205, 6.2158, -2.1881], [2.8075, 5.7672, -1.1938], [2.6722, 4.4946, -0.6698], [3.2827, 0.1803, 2.2401], [2.7387, -0.5647, 0.7054], [1.5599, 0.2203, 1.7979], [2.8206, 2.4702, 3.0690], [2.6549, 3.9866, 2.2118], [1.2662, 2.9554, 2.4224], [4.2902, 1.4858, -1.1661], [4.9095, 2.8777, -0.2743], [5.0627, 1.2468, 0.4043], [0.5248, 3.1826, -2.9716], [0.3898, 5.5872, -3.5821], [1.9274, 7.2609, -2.4878], [3.6048, 6.4121, -0.8000], [3.2765, 4.2206, 0.2142]], "lowdin_charge": [-0.1094, -0.1421, -0.0801, 0.1187, 0.1134, -0.5698, 0.1138, 0.1093, -0.0200, 0.0865, 0.0917, 0.0772, -0.0242, 0.0872, 0.0942, 0.0892, 0.6721, -0.1359, -0.1308, -0.1231, 0.0929, -0.2209, -0.2797, 0.1088, 0.1011, 0.0984, 0.0691, -0.2144, -0.1527, -0.1609, 0.0819, -0.1817, -0.2176, 0.0709, 0.0700, 0.0735, 0.0815, -0.1546, -0.1560, -0.1715, 0.1034, 0.1139, -0.1617, 0.0831, 0.0774, -0.1935, 0.0843, 0.0702, 0.1090, 0.1096, -0.1989, 0.3724, -0.1734, -0.1771, -0.0660, -0.3820, -0.0887, -0.1348, -0.1594, -0.1361, -0.1004, 0.0412, 0.0323, -0.0022, 0.0202, 0.0194, 0.0229, 0.0364, 0.0197, 0.0190, 0.0849, 0.0887, 0.0710, 0.0910, 0.0482], "total_charge": -1, "homo_ev": [-3.2559, -3.2230], "lumo_ha": [0.08838, 0.08835], "multiplicity": 4}

---

{"formula": "C28H42N4OPPdS", "method": "the ωB97M-V functional and the def2-TZVPD basis", "symbols": ["Pd", "N", "C", "C", "C", "C", "C", "N", "C", "C", "C", "C", "C", "N", "H", "H", "H", "H", "H", "H", "H", "H", "H", "C", "C", "C", "C", "C", "C", "P", "C", "C", "C", "C", "C", "C", "C", "C", "C", "C", "C", "C", "H", "H", "H", "H", "H", "H", "H", "H", "H", "H", "H", "H", "H", "H", "H", "H", "H", "H", "H", "H", "H", "H", "H", "H", "H", "H", "H", "H", "H", "H", "H", "H", "H", "O", "S", "N"], "coordinates": [[0.2972, -0.4973, 1.1661], [-2.8148, -2.3179, 0.5022], [-2.2784, -1.7880, -0.6630], [-2.3644, -2.5677, -1.8264], [-1.8264, -2.0803, -2.9933], [-1.2228, -0.8255, -2.9904], [-1.1904, -0.1368, -1.7951], [-1.6984, -0.5968, -0.6507], [-2.5757, -1.8960, 1.8070], [-2.6440, -2.8622, 2.8196], [-2.4259, -2.4775, 4.1188], [-2.1385, -1.1401, 4.3894], [-2.0940, -0.2684, 3.3220], [-2.3127, -0.6197, 2.0507], [-2.9026, -3.3206, 0.4432], [-2.8020, -3.5564, -1.7836], [-1.8641, -2.6752, -3.8972], [-0.7845, -0.4057, -3.8857], [-0.7171, 0.8379, -1.7302], [-2.7972, -3.9029, 2.5620], [-2.4522, -3.2101, 4.9159], [-1.9464, -0.7935, 5.3964], [-1.8739, 0.7822, 3.4795], [3.0327, 1.7811, 5.6926], [3.3658, 0.4818, 4.9653], [3.2421, 0.6647, 3.4414], [2.1534, 1.6873, 3.0553], [1.0443, 1.6271, 4.1108], [1.5569, 2.1530, 5.4607], [1.4758, 1.2854, 1.3586], [0.6621, 2.9102, 0.8501], [-0.8551, 2.8253, 1.1052], [-1.5038, 4.1866, 0.8670], [-1.0508, 5.1868, 1.9460], [0.3666, 4.8694, 2.4520], [1.2284, 4.2633, 1.3449], [3.0012, 1.3836, 0.2571], [4.0481, 2.4903, 0.5239], [5.4494, 2.0878, 0.0442], [5.3674, 1.3618, -1.2953], [4.5889, 0.0338, -1.1526], [3.6936, 0.0238, 0.0925], [3.6833, 2.5742, 5.3099], [3.2415, 1.6963, 6.7618], [2.6789, -0.3001, 5.3026], [4.3727, 0.1432, 5.2205], [2.9943, -0.2960, 2.9807], [4.2052, 0.9858, 3.0337], [2.5812, 2.6960, 3.0710], [0.7108, 0.5883, 4.1888], [0.1667, 2.1974, 3.8033], [0.9409, 1.7466, 6.2684], [1.4450, 3.2412, 5.4972], [0.7818, 2.8797, -0.2402], [-1.0595, 2.5119, 2.1338], [-1.2820, 2.0422, 0.4779], [-2.5932, 4.1090, 0.8581], [-1.2080, 4.5483, -0.1243], [-1.7486, 5.1580, 2.7879], [-1.0853, 6.2052, 1.5480], [0.3148, 4.1611, 3.2828], [0.8360, 5.7740, 2.8470], [2.2550, 4.1623, 1.6930], [1.2626, 4.9722, 0.5086], [2.5316, 1.5851, -0.7149], [4.1002, 2.7445, 1.5844], [3.7470, 3.4029, 0.0005], [5.9179, 1.4284, 0.7819], [6.0863, 2.9737, -0.0300], [6.3687, 1.1808, -1.6935], [4.8616, 2.0174, -2.0121], [5.2828, -0.8097, -1.1083], [3.9663, -0.1205, -2.0381], [4.2929, -0.2032, 0.9769], [2.9354, -0.7562, 0.0237], [-0.3847, -4.8244, -0.2339], [0.4692, -3.6388, 0.0604], [0.0197, -2.6900, 1.0927]], "lowdin_charge": [0.2546, 0.1138, -0.3511, -0.0402, -0.0878, -0.0919, -0.1619, 0.0873, -0.3651, -0.0407, -0.0887, -0.0941, -0.1736, 0.0963, 0.1175, 0.1076, 0.1005, 0.0890, 0.0907, 0.1088, 0.0983, 0.0897, 0.0827, -0.2109, -0.2005, -0.2118, -0.4429, -0.2311, -0.1921, 0.8978, -0.4156, -0.2356, -0.1996, -0.1999, -0.2002, -0.1995, -0.4214, -0.2042, -0.2143, -0.2069, -0.1937, -0.2403, 0.1064, 0.0981, 0.1115, 0.1018, 0.0921, 0.0984, 0.0913, 0.0968, 0.0711, 0.1027, 0.0985, 0.0939, 0.0802, 0.0838, 0.1031, 0.1069, 0.1017, 0.0977, 0.0850, 0.1045, 0.0743, 0.1118, 0.0993, 0.0840, 0.1057, 0.1067, 0.1022, 0.0964, 0.1051, 0.1016, 0.1040, 0.0949, 0.0728, -0.6636, 0.5650, -0.5045], "total_charge": -1, "homo_ev": -3.3188, "lumo_ha": 0.10307, "multiplicity": 1}

---

{"formula": "C28H43AsKN2O3S2", "method": "the ωB97M-V functional and the def2-TZVPD basis", "symbols": ["K", "C", "O", "C", "C", "O", "C", "C", "O", "C", "H", "H", "H", "H", "H", "H", "H", "H", "H", "H", "H", "H", "H", "H", "S", "C", "N", "C", "C", "N", "C", "C", "C", "C", "C", "C", "C", "C", "S", "C", "C", "C", "C", "C", "C", "C", "H", "H", "H", "H", "H", "H", "H", "H", "H", "H", "H", "H", "H", "H", "H", "H", "H", "H", "C", "As", "C", "C", "H", "H", "H", "H", "H", "H", "H", "H", "H", "C", "H", "H"], "coordinates": [[-8.7042, -2.1109, 16.0376], [-6.0742, -5.3457, 14.3460], [-6.2670, -3.9243, 14.4537], [-5.5053, -3.2119, 13.4580], [-5.6553, -1.7398, 13.7946], [-7.0791, -1.3155, 13.8353], [-7.1960, 0.1583, 13.7169], [-8.6215, 0.4889, 13.3890], [-9.4403, -0.1149, 14.4042], [-10.7210, 0.5637, 14.6345], [-5.2135, -5.4827, 13.6903], [-5.8792, -5.7749, 15.3613], [-6.9550, -5.8071, 13.8890], [-4.4366, -3.4236, 13.5134], [-5.9399, -3.3733, 12.4388], [-5.2428, -1.5677, 14.8072], [-5.1065, -1.1213, 13.1056], [-6.9293, 0.6260, 14.6802], [-6.5326, 0.5688, 12.9562], [-8.6624, 1.6168, 13.3733], [-8.8710, 0.0826, 12.3786], [-10.5246, 1.5784, 14.9654], [-11.2887, 0.5558, 13.6983], [-11.2368, 0.0191, 15.4359], [-10.5811, -4.6970, 17.2614], [-11.5098, -5.6883, 16.2084], [-12.4150, -6.6390, 16.6050], [-13.5027, -7.0199, 15.6816], [-12.9575, -7.2108, 14.2640], [-12.2893, -5.9326, 13.8715], [-12.4988, -5.4741, 12.4846], [-13.8431, -4.7468, 12.4256], [-14.8211, -5.1878, 11.5473], [-16.1717, -4.7907, 11.7061], [-16.5047, -3.9372, 12.7562], [-15.4887, -3.3493, 13.5172], [-14.1545, -3.6857, 13.2897], [-11.4969, -5.2550, 14.7592], [-10.4956, -3.9998, 14.2929], [-12.2410, -7.4826, 17.7415], [-11.4077, -8.7277, 17.4170], [-11.9018, -9.9943, 17.7979], [-11.4368, -11.1797, 17.1999], [-10.4111, -11.0876, 16.2839], [-9.7505, -9.8421, 16.0719], [-10.1742, -8.7163, 16.7455], [-14.2792, -6.2412, 15.8049], [-13.9532, -7.9648, 16.0666], [-13.8073, -7.4497, 13.5724], [-12.2496, -8.0490, 14.1902], [-12.6388, -6.3786, 11.8754], [-11.6901, -4.8576, 12.1795], [-14.6020, -5.8766, 10.7157], [-16.9635, -5.2832, 11.1493], [-17.5660, -3.7374, 12.9843], [-15.7048, -2.6551, 14.3033], [-13.3578, -3.1319, 13.8227], [-13.2428, -7.8610, 17.9689], [-11.9401, -6.9018, 18.6497], [-12.6916, -10.0947, 18.5484], [-11.9214, -12.1226, 17.4372], [-10.0545, -11.9525, 15.7511], [-8.9037, -9.7515, 15.3809], [-9.5337, -7.8162, 16.7156], [-5.3515, -1.1994, 20.1993], [-6.0351, -0.9881, 18.3356], [-7.6770, -0.0826, 18.8460], [-5.0689, 0.7216, 17.8971], [-5.4993, -0.2986, 20.7920], [-4.2823, -1.4847, 20.1528], [-5.8799, -2.0661, 20.6304], [-7.4864, 0.6301, 19.6523], [-8.4465, -0.8068, 19.1452], [-8.0248, 0.5027, 17.9499], [-5.0392, 1.3757, 18.7642], [-5.5651, 1.2142, 17.0746], [-4.0421, 0.5201, 17.6440], [-9.7398, -5.6284, 18.3874], [-9.8402, -6.6943, 18.3879], [-8.7815, -5.1746, 18.6237]], "lowdin_charge": [-0.0293, -0.0858, -0.2206, -0.2016, -0.1653, -0.2216, -0.1949, -0.2207, -0.3253, -0.0604, 0.0712, 0.0977, 0.0853, 0.1190, 0.1432, 0.1206, 0.1024, 0.1095, 0.0998, 0.1181, 0.1363, 0.0674, 0.0894, 0.0862, 0.8091, -0.5929, -0.1911, -0.1264, -0.1067, -0.1448, -0.1404, -0.2056, -0.0619, -0.1000, -0.1171, -0.0901, -0.0282, -0.7788, 0.5096, -0.1685, -0.1782, -0.0527, -0.1105, -0.1105, -0.0833, -0.0542, 0.1282, 0.1221, 0.1259, 0.1204, 0.1141, 0.0565, 0.1093, 0.0901, 0.0989, 0.0902, 0.1044, 0.1079, 0.1169, 0.1062, 0.0943, 0.0850, 0.1027, 0.1073, -0.3604, 1.0258, -0.3841, -0.3476, 0.0130, 0.0134, 0.0114, 0.0179, 0.0146, 0.0267, 0.0114, -0.0206, -0.0099, -0.4222, -0.0404, -0.0267], "total_charge": -1, "homo_ev": [-2.9011, 0.1152], "lumo_ha": [0.07895, 0.07226], "multiplicity": 1}